1.
Below is a cluster of 6 separate species, C29H55BCl10N2O6 in total in a non-equilibrium geometry, with properties calculated with ωB97M-V/def2-TZVPD.

Each line ends with the Mulliken charge.
Element x y z (Å)
C  3.26056  3.38150  1.35064  -1.23
C  2.85372  3.47852  -0.10506  -0.36
C  1.35382  3.43433  -0.32888  -1.00
C  0.77875  2.04405  -0.31712  0.29
O  0.97284  1.45870  -1.58278  -0.38
C  1.64878  0.22171  -1.66561  -0.42
C  3.15029  0.32630  -1.74157  -1.23
N  3.81316  0.13401  -0.46614  0.12
C  5.25876  0.14609  -0.55146  -1.04
C  -0.72566  1.99237  0.10495  1.47
C  -1.48031  3.11956  -0.56968  -1.93
C  -0.73212  2.11985  1.62806  -1.59
O  -1.85617  2.84281  2.12607  -0.32
C  -1.56447  3.65268  3.23311  -0.99
O  -1.20644  0.71587  -0.23367  0.24
C  -2.56655  0.62215  -0.65645  -0.21
C  -2.89878  -0.87746  -0.91681  -1.41
C  -1.66606  -1.72327  -1.14213  -0.59
C  -1.09736  -2.23658  0.15431  -0.76
N  -0.08628  -3.25464  -0.04722  0.06
C  0.24446  -3.98273  1.17507  -1.49
C  0.83282  -3.10785  2.23152  0.42
C  0.03592  -2.61561  3.30494  -0.35
C  0.56785  -1.76493  4.29564  -0.86
C  1.91229  -1.39295  4.23110  -0.60
C  2.72703  -1.86672  3.17324  -0.81
C  2.17926  -2.70858  2.18449  1.02
O  2.92794  -3.12839  1.13009  -0.35
B  -3.58193  1.14585  0.42824  0.65
O  -3.31000  0.94514  1.76068  -0.70
O  -4.73270  1.70592  -0.01989  -0.29
C  -5.67378  2.31881  0.86521  -0.31
C  -7.03304  2.37376  0.19940  -1.10
H  3.08075  2.40042  1.77331  0.20
H  4.29471  3.64349  1.49713  0.40
H  2.67646  4.08091  1.93295  0.39
H  3.21356  4.42810  -0.47311  0.53
H  3.34992  2.71492  -0.68558  -0.05
H  0.89530  4.02973  0.44646  0.28
H  1.10442  3.91629  -1.26166  0.45
H  1.31462  1.46598  0.43629  0.41
H  1.30283  -0.23840  -2.57613  0.48
H  1.37202  -0.44034  -0.85798  0.32
H  3.50384  -0.46169  -2.39229  0.79
H  3.42157  1.25974  -2.23173  0.31
H  3.51806  0.83423  0.19685  -0.15
H  5.68155  -0.43962  0.25363  0.30
H  5.58564  -0.30402  -1.47712  0.44
H  5.69948  1.13262  -0.47923  0.25
H  -1.22542  3.16249  -1.61797  0.47
H  -1.22350  4.06045  -0.11953  0.40
H  -2.54725  3.02068  -0.47683  0.31
H  0.18358  2.58438  1.96608  1.02
H  -0.76612  1.11971  2.03443  0.28
H  -2.49721  3.94383  3.68603  0.26
H  -0.97392  3.12680  3.97600  0.39
H  -1.03219  4.54823  2.93170  0.31
H  -2.71157  1.14684  -1.59007  0.24
H  -3.45572  -1.28645  -0.08366  0.44
H  -3.55826  -0.93029  -1.76853  0.40
H  -1.92691  -2.57197  -1.76652  0.82
H  -0.92832  -1.14989  -1.67656  -0.12
H  -0.65913  -1.40716  0.68548  -0.03
H  -1.92142  -2.59410  0.77532  0.60
H  -0.42819  -3.90854  -0.73617  0.29
H  0.96506  -4.73435  0.90036  0.45
H  -0.63340  -4.46765  1.60039  0.50
H  -0.99447  -2.91497  3.34321  0.36
H  -0.07030  -1.41102  5.08136  0.45
H  2.32605  -0.74035  4.97636  0.43
H  3.75350  -1.56759  3.09774  0.46
H  3.85630  -2.99262  1.32629  0.28
H  -3.31019  1.76319  2.26550  0.29
H  -5.30964  3.31836  1.05784  0.30
H  -5.72853  1.76229  1.78795  0.31
H  -7.80924  2.16439  0.91843  0.35
H  -7.06198  1.59716  -0.54542  0.30
H  -7.21075  3.33445  -0.25280  0.19
C  2.95204  -5.34968  -1.51755  0.23
Cl  3.99878  -4.93784  -2.88386  -0.19
Cl  1.79989  -6.62922  -1.92751  -0.18
H  3.57484  -5.70208  -0.70506  0.29
H  2.39943  -4.46537  -1.22014  -0.17
C  4.95976  -8.69193  -2.57854  0.20
Cl  6.40516  -8.94823  -3.56254  -0.17
Cl  5.29082  -8.84935  -0.84613  -0.16
H  4.58936  -7.69245  -2.76776  -0.15
H  4.22287  -9.43601  -2.85072  0.26
C  -6.69083  4.34205  -3.13968  -0.01
Cl  -7.35471  5.77124  -2.33238  -0.17
Cl  -7.87596  3.04711  -3.30810  -0.10
H  -6.35475  4.63224  -4.12657  0.34
H  -5.86604  3.96844  -2.54451  -0.07
C  8.43193  1.58847  2.01243  -0.33
Cl  6.80549  1.37095  2.67312  -0.11
Cl  8.50594  1.34180  0.26238  -0.14
H  8.74787  2.60170  2.22326  0.29
H  9.09024  0.87099  2.48440  0.30
C  -7.82694  -0.97605  -4.59351  -0.29
Cl  -6.31164  -0.11198  -4.31688  -0.10
Cl  -9.11903  -0.43365  -3.51345  -0.15
H  -8.14058  -0.80009  -5.61422  0.28
H  -7.65612  -2.02996  -4.41692  0.27

Results
- M: 893.1 g/mol
- Spin multiplicity: 1
- LUMO level: 0.5 eV
- Maximum force: 1.704 eV Å⁻¹
- Structure (SMILES): CCC[C@H](OCCNC)[C@](C)(COC)O[C@@H](CCCNCc1ccccc1O)B(O)OCC.ClCCl.ClCCl.ClCCl.ClCCl.ClCCl



2.
Below is a cluster of 3 separate species, C29H56BFN4O12P in total in a non-equilibrium geometry, with properties calculated with ωB97M-V/def2-TZVPD.

Each line ends with the Mulliken charge.
Element x y z (Å)
C  4.90959  -3.45241  -0.76992  -0.83
C  5.93390  -2.25736  -0.50409  -0.14
O  6.27253  -1.49857  -1.69332  -0.35
C  7.32099  -0.55853  -1.38603  -0.32
C  6.97105  0.96899  -1.76096  -0.53
O  6.01661  1.09156  -2.86091  -0.39
C  4.79536  1.58348  -2.25231  -0.04
C  3.54737  1.66686  -3.29712  -0.64
O  2.54952  0.72764  -2.81867  -0.12
C  1.20728  1.22742  -3.00217  -1.05
N  0.27861  0.42040  -2.11039  0.87
N  -0.19882  1.10256  -1.08994  -0.69
C  -1.03655  0.42578  -0.18067  -0.01
B  -1.62772  1.30006  1.10291  0.63
O  -1.48146  0.78383  2.46616  -0.74
N  -2.27982  2.63565  0.98349  0.55
C  -1.30114  3.72914  0.66450  -0.99
C  -3.32003  2.68496  -0.09284  -1.15
C  -1.34694  -1.06723  -0.41811  -0.01
C  -2.27955  -1.86199  0.61114  -1.24
C  -3.83138  -1.88816  0.16004  -0.34
C  -4.64645  -0.57726  0.56734  -0.55
F  -4.41500  -0.12701  1.90583  -0.30
C  -0.80002  -1.83105  -1.65355  0.67
C  -1.08682  -3.36549  -1.94654  -1.08
C  -2.55350  -3.65695  -2.57178  -0.05
C  -2.45713  -5.04671  -3.37149  -0.85
C  -2.30798  -4.80804  -4.95106  -0.36
O  -3.61729  -4.82833  -5.60482  -0.36
C  -4.16342  -3.52224  -5.56079  0.25
O  -5.36344  -3.34436  -5.81890  -0.49
C  0.10915  -0.91454  -2.55673  0.06
P  0.88900  -1.65778  -4.13456  0.42
N  0.55017  -0.83982  -5.46036  -0.77
H  3.83621  -3.07490  -0.77814  0.02
H  4.97030  -4.27591  0.02220  0.33
H  5.17573  -3.94102  -1.76538  0.32
H  6.85330  -2.66691  0.03984  0.31
H  5.42258  -1.53458  0.23897  0.22
H  7.45921  -0.57729  -0.24028  0.28
H  8.32869  -0.82562  -1.84245  0.27
H  7.91402  1.53374  -2.10288  0.35
H  6.59682  1.46610  -0.79192  0.28
H  4.92890  2.58920  -1.70104  0.23
H  4.50989  0.82848  -1.42443  0.09
H  3.93374  1.43407  -4.35507  0.28
H  3.21001  2.75451  -3.30454  0.36
H  1.22246  2.33031  -2.66362  0.46
H  0.84984  1.24411  -4.08822  0.37
H  -1.12404  1.53436  2.99707  0.31
H  -0.22458  3.45069  0.91526  0.28
H  -1.34616  3.95922  -0.46061  0.31
H  -1.56016  4.68168  1.23596  0.26
H  -2.97447  2.24092  -1.08441  0.28
H  -4.27429  2.20439  0.32343  0.14
H  -3.59085  3.79113  -0.26119  0.49
H  -2.25546  -1.44243  1.66795  0.45
H  -1.96854  -2.96797  0.70518  0.47
H  -3.95836  -2.03706  -0.96330  0.07
H  -4.31075  -2.76527  0.71286  0.39
H  -4.48409  0.21052  -0.23631  0.25
H  -5.76310  -0.85840  0.51409  0.43
H  -1.08651  -3.89107  -0.91960  0.37
H  -0.24391  -3.88644  -2.53242  0.77
H  -2.96167  -2.78324  -3.17312  0.40
H  -3.23865  -3.84988  -1.66994  0.06
H  -3.32937  -5.74631  -3.10681  0.41
H  -1.51237  -5.58797  -3.01066  0.41
H  -1.67645  -5.67828  -5.36317  0.29
H  -1.74492  -3.82900  -5.10445  0.26
H  -3.50947  -2.61983  -5.32984  0.30
H  0.35934  -2.99590  -4.31742  0.04
H  2.28087  -1.82556  -3.85646  0.12
H  0.02658  -1.39938  -6.14484  0.24
C  4.71577  -1.86119  6.99884  -1.10
C  5.39407  -2.39254  5.75063  -0.15
O  4.43961  -2.64274  4.70854  -0.37
C  3.99279  -1.55854  4.06170  0.69
O  4.32232  -0.41679  4.27076  -0.54
O  3.08787  -1.95923  3.15054  -0.33
C  2.45520  -0.88683  2.45948  -0.57
H  3.91310  -2.53214  7.31542  0.29
H  5.43463  -1.75742  7.81396  0.36
H  4.26064  -0.88495  6.81812  0.31
H  5.86776  -3.35055  5.97645  0.29
H  6.17980  -1.71895  5.39905  0.30
H  3.18899  -0.21462  2.00962  0.32
H  1.79975  -0.33916  3.14092  0.35
H  1.84453  -1.31041  1.66040  0.15
C  -4.65865  3.61568  4.04334  -1.26
C  -4.50646  4.32475  2.71138  0.69
O  -5.64634  5.14671  2.43029  -0.41
C  -5.69874  6.30977  3.09844  0.74
O  -4.88182  6.71241  3.89013  -0.55
O  -6.83338  6.93804  2.75321  -0.35
C  -7.06600  8.14775  3.47324  -0.63
H  -5.59854  3.05884  4.07716  0.34
H  -3.82947  2.92447  4.20950  0.27
H  -4.68170  4.32757  4.87126  0.38
H  -4.45125  3.58391  1.91427  -0.28
H  -3.58632  4.91406  2.66921  0.21
H  -6.21106  8.82268  3.40295  0.30
H  -7.29234  7.92134  4.51760  0.29
H  -7.93178  8.64040  3.02996  0.23

Results
- M: 713.6 g/mol
- Spin multiplicity: 1
- LUMO level: -4.8 eV
- Maximum force: 5.114 eV Å⁻¹
- Charge: +1



3.
Below is a cluster of 7 separate species, C29H56ClN2O21S in total in a non-equilibrium geometry, with properties calculated with ωB97M-V/def2-TZVPD.

Each line ends with the Mulliken charge.
Element x y z (Å)
C  6.46200  -1.50459  1.85785  -1.03
C  7.09066  -1.88926  0.50365  -0.38
C  6.39168  -3.16276  -0.05434  -0.99
C  5.48241  -2.94547  -1.27697  0.02
O  5.26883  -1.54113  -1.58468  -0.31
N  4.08519  -1.37218  -2.24032  0.50
C  3.81583  -1.97015  -3.37751  -0.62
N  2.59264  -1.63058  -3.75008  0.23
C  2.11145  -0.76511  -2.79807  -1.24
C  3.01474  -0.58908  -1.81164  0.86
C  2.90835  0.23422  -0.56216  -0.66
C  2.47049  -0.56194  0.72218  -0.81
C  2.19688  -2.05160  0.50605  -0.42
C  0.85493  -2.33630  -0.18965  -0.70
S  0.92265  -3.95011  -0.98397  1.09
O  2.06114  -4.04652  -1.85383  -0.47
O  0.93340  -4.93881  0.03807  -0.56
Cl  -0.83742  -4.17792  -2.00671  -0.23
H  5.39585  -1.26612  1.76726  0.08
H  6.99927  -0.67998  2.33604  0.38
H  6.57291  -2.36370  2.52957  0.37
H  7.13551  -1.05060  -0.19412  0.33
H  8.12712  -2.16756  0.72541  0.36
H  5.77523  -3.57037  0.75460  0.37
H  7.13983  -3.93113  -0.26303  0.47
H  5.93337  -3.45683  -2.13823  0.39
H  4.52779  -3.45514  -1.10884  0.12
H  4.46605  -2.65141  -3.90478  0.54
H  2.10626  -1.94941  -4.57535  0.27
H  1.12654  -0.32083  -2.82230  0.52
H  3.84369  0.74846  -0.33405  0.43
H  2.13582  0.98359  -0.75994  0.07
H  3.29177  -0.48422  1.44110  0.26
H  1.59733  -0.10945  1.20162  0.39
H  3.03331  -2.58112  0.04142  -0.32
H  2.10944  -2.50390  1.50129  0.66
H  0.51998  -1.55936  -0.87885  0.34
H  0.05983  -2.42986  0.55853  0.60
C  -3.30054  -3.05612  0.21290  -0.41
O  -4.18383  -2.37967  1.09992  -0.32
C  -3.95267  -1.06726  1.18813  0.79
O  -3.08778  -0.46643  0.59898  -0.57
O  -4.83295  -0.54600  2.03311  -0.32
C  -4.70057  0.86606  2.22873  -0.67
H  -3.56617  -4.11000  0.21741  0.30
H  -3.40800  -2.67131  -0.80074  0.30
H  -2.26998  -2.95396  0.55257  0.06
H  -4.85418  1.40050  1.29273  0.34
H  -3.72605  1.10485  2.65060  0.33
H  -5.46584  1.17390  2.93551  0.20
C  -5.12596  -1.30167  5.93414  -0.71
O  -5.44884  -0.61838  7.14686  -0.30
C  -5.10666  0.67590  7.15021  0.77
O  -4.57533  1.27244  6.25010  -0.55
O  -5.45851  1.19202  8.32640  -0.29
C  -5.15486  2.58157  8.47815  -0.67
H  -5.44370  -2.33475  6.04679  0.29
H  -5.65786  -0.86325  5.09110  0.27
H  -4.05113  -1.28585  5.75881  0.29
H  -5.68751  3.17418  7.73646  0.31
H  -4.08212  2.75014  8.40262  0.29
H  -5.48918  2.87373  9.46969  0.23
C  -1.42180  4.58397  -5.49720  -0.61
O  -0.64211  3.59112  -6.17511  -0.34
C  0.37749  3.12067  -5.47416  0.73
O  0.68626  3.44664  -4.35368  -0.48
O  1.01695  2.21057  -6.21579  -0.33
C  2.14390  1.63813  -5.56331  -0.13
H  -2.21617  4.88178  -6.17500  0.22
H  -1.86515  4.17172  -4.59212  0.29
H  -0.81280  5.45541  -5.26235  0.29
H  1.83750  1.12185  -4.65463  -0.18
H  2.88825  2.40016  -5.33536  0.31
H  2.58562  0.91508  -6.24692  0.27
C  6.73033  -0.74605  -6.13140  -0.48
O  6.68287  -0.54603  -7.53711  -0.33
C  5.59850  -1.07333  -8.11069  0.82
O  4.71641  -1.66313  -7.53088  -0.57
O  5.65729  -0.83481  -9.41178  -0.33
C  4.55056  -1.34493  -10.16347  -0.60
H  7.63928  -0.28126  -5.75955  0.30
H  5.87099  -0.27235  -5.65412  0.13
H  6.75994  -1.81052  -5.89708  0.27
H  3.61928  -0.88695  -9.83451  0.28
H  4.49505  -2.42858  -10.07727  0.29
H  4.72441  -1.08244  -11.20276  0.22
C  1.29476  4.62183  -2.03604  -0.47
O  0.94360  5.27770  -0.81185  -0.29
C  1.23436  6.57961  -0.78812  0.73
O  1.74532  7.20363  -1.68071  -0.54
O  0.86012  7.06702  0.39492  -0.33
C  1.11334  8.46427  0.56082  -0.63
H  1.01137  3.57898  -1.93826  0.13
H  0.75539  5.05277  -2.86727  0.29
H  2.37028  4.68171  -2.20522  0.32
H  0.56140  9.04526  -0.17606  0.29
H  2.17947  8.67301  0.48913  0.29
H  0.76704  8.73496  1.55455  0.22
C  -8.05130  -0.57576  8.25198  -0.65
O  -8.47822  -1.93123  8.07815  -0.30
C  -9.79597  -2.08160  7.94553  0.75
O  -10.61423  -1.20012  7.95960  -0.54
O  -10.05155  -3.38351  7.79300  -0.32
C  -11.43703  -3.69338  7.63885  -0.63
H  -6.96369  -0.59119  8.34169  0.26
H  -8.32352  0.02548  7.38343  0.27
H  -8.48346  -0.15007  9.15741  0.42
H  -11.84178  -3.21500  6.74826  0.29
H  -11.99926  -3.39187  8.52118  0.29
H  -11.51178  -4.77166  7.52486  0.22

Results
- M: 836.3 g/mol
- Spin multiplicity: 1
- LUMO level: -2.6 eV
- Maximum force: 1.633 eV Å⁻¹
- Charge: +1